Entry 1:
The following is a DFT calculation (the ωB97M-V functional and the def2-TZVPD basis) of a 2-piece molecular cluster, C3H9NO overall in a non-equilibrium geometry.

Element x y z (Å)
C1 -0.399 -1.761 0.350
C2 -0.656 -0.245 0.359
C3 -0.754 1.204 -1.564
N1 -0.080 0.474 -0.799
H1 -1.173 -2.152 -0.310
H2 -0.691 -2.173 1.323
H3 0.605 -2.011 0.032
H4 -1.753 -0.206 0.309
H5 -0.278 0.332 1.204
H6 -1.675 1.772 -1.401
H7 -0.191 1.352 -2.510
H8 1.776 1.245 0.475
H9 3.111 1.116 1.205
O1 2.159 1.051 1.328

The largest force on an atom is 0.0751 hartree/bohr. The calculation puts the HOMO energy (alpha / beta) at -15.28 / -15.26 eV. The value obtained for the calculated total energy is -6783.91806 eV. The value obtained for the lowest unoccupied orbital energy (alpha / beta) is -0.2071 / -0.3358 Ha. Its spin multiplicity is 2. Its charge is +1. The orbital gap (alpha / beta) comes out at 9.6 / 6.1 eV. The value obtained for the energy above the lowest of the compared OMol25 structures with the same formula, charge and spin is 2.3909 eV.

Here are the Löwdin charges for atoms 1 to 5, given in e: -0.032, -0.180, 0.158, 0.185, 0.085

---

Entry 2:
The following is a DFT calculation (the ωB97M-V functional and the def2-TZVPD basis) of one molecule with the formula C5H10O in a non-equilibrium geometry.

Element x y z (Å)
O1 -1.623 -0.188 0.930
C1 -1.034 0.104 -0.343
C2 -0.161 -1.092 -0.653
C3 0.971 -1.066 0.361
C4 1.287 0.739 0.381
C5 -0.003 1.405 -0.196
H1 -2.572 -0.017 0.919
H2 -1.835 0.130 -1.109
H3 -0.919 -1.887 -0.642
H4 0.257 -1.031 -1.666
H5 1.778 -1.792 0.079
H6 0.633 -1.377 1.365
H7 1.475 1.048 1.421
H8 2.190 0.958 -0.214
H9 -0.493 2.125 0.485
H10 0.181 1.954 -1.150

The largest force on an atom is 0.0457 hartree/bohr. The calculation puts the HOMO energy at -9.97 eV. Its structure (SMILES) is OC1CCCC1. The value obtained for the calculated total energy is -7393.37220 eV. The value obtained for the lowest unoccupied orbital energy is 0.0337 Ha. Its spin multiplicity is 1. Its charge is 0. The orbital gap comes out at 10.9 eV. The value obtained for the energy above the lowest of the compared OMol25 structures with the same formula, charge and spin is 1.3931 eV.

Here are the Löwdin charges for atoms 1 to 5, given in e: -0.057, -0.365, -0.229, -0.103, -0.103

---

Entry 3:
The following is a DFT calculation (the ωB97M-V functional and the def2-TZVPD basis) of a 6-piece molecular cluster, C51H110N6O7 overall in a non-equilibrium geometry.

Element x y z (Å)
C1 6.630 3.102 -15.892
C2 7.221 1.954 -14.994
C3 6.390 2.025 -13.632
C4 6.588 0.801 -12.813
C5 6.119 -0.389 -13.622
C6 6.994 -0.601 -14.857
N1 6.885 0.676 -15.628
O1 7.427 0.604 -16.844
C7 8.469 -1.127 -14.582
C8 6.374 -1.688 -15.729
C9 8.639 2.208 -14.590
H1 7.373 3.397 -16.633
H2 6.222 3.940 -15.327
H3 5.805 2.714 -16.490
H4 6.786 2.882 -13.086
H5 5.359 2.207 -13.934
H6 6.015 0.865 -11.888
H7 7.631 0.743 -12.502
H8 5.086 -0.191 -13.906
H9 6.197 -1.337 -13.090
H10 8.588 -2.204 -14.467
H11 9.065 -0.909 -15.468
H12 9.043 -0.444 -13.956
H13 6.094 -2.664 -15.333
H14 5.478 -1.288 -16.203
H15 6.949 -1.992 -16.603
H16 9.165 1.575 -13.875
H17 8.821 3.245 -14.309
H18 9.278 2.022 -15.453
H19 6.686 0.427 -17.428
C10 23.259 10.315 -12.283
C11 24.257 9.529 -11.403
C12 23.466 8.777 -10.139
C13 23.058 7.279 -10.327
C14 24.224 6.597 -11.000
C15 24.905 7.224 -12.224
N2 25.319 8.640 -11.935
O2 26.202 9.224 -12.834
C16 26.246 6.356 -12.458
C17 24.068 7.066 -13.495
C18 25.156 10.491 -10.595
H20 22.850 11.110 -11.659
H21 22.543 9.662 -12.782
H22 23.874 10.886 -12.979
H23 23.996 9.005 -9.214
H24 22.456 9.183 -10.074
H25 22.098 7.211 -10.838
H26 22.867 6.877 -9.332
H27 24.014 5.584 -11.342
H28 24.924 6.390 -10.191
H29 26.954 6.248 -11.636
H30 25.908 5.363 -12.755
H31 26.724 6.771 -13.346
H32 23.041 7.249 -13.182
H33 24.433 7.863 -14.143
H34 24.191 6.175 -14.111
H35 24.741 11.015 -9.734
H36 25.629 11.251 -11.217
H37 25.879 9.882 -10.054
H38 27.036 9.284 -12.363
C19 10.434 -8.570 -23.054
C20 9.307 -9.209 -22.168
C21 9.832 -9.261 -20.738
C22 8.703 -9.488 -19.667
C23 7.565 -8.493 -19.854
C24 6.969 -8.390 -21.288
N3 8.098 -8.290 -22.277
O3 7.724 -8.048 -23.637
C25 5.904 -9.495 -21.551
C26 6.370 -6.995 -21.407
C27 8.957 -10.663 -22.584
H39 11.363 -9.107 -23.246
H40 10.601 -7.498 -22.944
H41 10.102 -8.560 -24.092
H42 10.570 -10.038 -20.536
H43 10.194 -8.256 -20.521
H44 9.175 -9.278 -18.707
H45 8.344 -10.517 -19.664
H46 7.923 -7.591 -19.358
H47 6.787 -8.689 -19.117
H48 4.920 -9.161 -21.224
H49 5.640 -9.709 -22.587
H50 6.099 -10.446 -21.056
H51 7.019 -6.167 -21.125
H52 5.821 -6.959 -22.348
H53 5.554 -6.904 -20.690
H54 8.323 -11.095 -21.810
H55 9.885 -11.230 -22.522
H56 8.443 -10.902 -23.515
H57 8.132 -7.182 -23.712
C28 16.532 -12.465 -11.906
C29 15.118 -12.257 -12.396
C30 15.151 -11.829 -13.870
C31 13.825 -11.771 -14.617
C32 13.043 -13.056 -14.379
C33 12.869 -13.506 -12.921
N4 14.167 -13.377 -12.270
O4 14.166 -13.805 -10.966
C34 11.734 -12.789 -12.170
C35 12.464 -15.027 -13.016
C36 14.528 -11.054 -11.582
H58 17.053 -13.232 -12.479
H59 16.505 -12.793 -10.867
H60 17.174 -11.587 -11.981
H61 15.313 -10.751 -13.895
H62 15.981 -12.281 -14.413
H63 13.879 -11.623 -15.695
H64 13.383 -10.795 -14.417
H65 13.590 -13.757 -15.009
H66 12.074 -12.870 -14.842
H67 12.074 -11.768 -11.997
H68 10.967 -12.768 -12.943
H69 11.431 -13.246 -11.227
H70 12.364 -15.464 -12.022
H71 11.580 -15.230 -13.620
H72 13.284 -15.524 -13.534
H73 13.998 -10.414 -12.288
H74 15.289 -10.348 -11.249
H75 14.017 -11.472 -10.714
H76 14.849 -14.480 -10.975
C37 18.406 -2.641 -16.549
C38 16.918 -2.386 -16.323
C39 16.317 -3.056 -15.082
C40 16.732 -2.493 -13.736
C41 16.424 -0.977 -13.664
C42 17.008 -0.096 -14.817
N5 16.739 -0.882 -16.070
O5 16.936 -0.138 -17.250
C43 16.177 1.264 -14.844
C44 18.491 0.250 -14.552
C45 16.194 -2.984 -17.538
H77 18.327 -3.728 -16.540
H78 19.048 -2.422 -15.696
H79 18.764 -2.282 -17.514
H80 15.231 -3.012 -15.170
H81 16.502 -4.129 -15.145
H82 17.799 -2.702 -13.655
H83 16.198 -3.077 -12.987
H84 16.846 -0.769 -12.680
H85 15.355 -0.779 -13.591
H86 16.637 2.020 -15.481
H87 15.109 1.216 -15.058
H88 16.289 1.864 -13.942
H89 19.389 -0.142 -15.028
H90 18.588 1.311 -14.321
H91 18.788 -0.176 -13.594
H92 15.233 -2.472 -17.559
H93 15.857 -4.014 -17.423
H94 16.697 -2.789 -18.485
H95 16.190 0.433 -17.445
C46 18.648 2.121 -24.704
O6 18.233 0.697 -24.516
C47 16.927 0.448 -25.039
C48 16.915 -1.059 -25.262
N6 15.736 -1.668 -25.971
C49 14.560 -1.426 -25.096
C50 13.255 -1.762 -25.727
O7 12.237 -1.702 -24.787
C51 10.900 -1.939 -25.299
H96 19.643 2.233 -24.272
H97 17.968 2.857 -24.277
H98 18.803 2.430 -25.738
H99 16.849 0.990 -25.981
H100 16.223 0.718 -24.252
H101 17.202 -1.567 -24.341
H102 17.826 -1.374 -25.771
H103 15.977 -2.649 -26.005
H104 14.516 -0.386 -24.771
H105 14.600 -1.908 -24.119
H106 13.288 -2.826 -25.964
H107 13.187 -1.193 -26.654
H108 10.258 -2.268 -24.482
H109 10.936 -2.791 -25.978
H110 10.345 -1.080 -25.675

The largest force on an atom is 0.0663 hartree/bohr. The calculation puts the HOMO energy at -7.68 eV. Its structure (SMILES) is CC1(C)CCCC(C)(C)N1O.CC1(C)CCCC(C)(C)N1O.CC1(C)CCCC(C)(C)N1O.CC1(C)CCCC(C)(C)N1O.CC1(C)CCCC(C)(C)N1O.COCCNCCOC. The value obtained for the calculated total energy is -77929.73125 eV. The value obtained for the lowest unoccupied orbital energy is 0.0158 Ha. Its spin multiplicity is 1. Its charge is 0. The orbital gap comes out at 8.1 eV. The value obtained for the energy above the lowest of the compared OMol25 structures with the same formula, charge and spin is 6.8154 eV.

Here are the Löwdin charges for atoms 1 to 5, given in e: -0.021, -0.478, -0.150, -0.202, -0.136

---

Entry 4:
The following is a DFT calculation (the ωB97M-V functional and the def2-TZVPD basis) of one molecule with the formula C15H12F3O4P in a non-equilibrium geometry.

Element x y z (Å)
C1 2.176 -1.197 2.780
C2 2.075 -0.401 1.554
C3 0.894 -0.721 0.540
C4 1.057 -1.813 -0.545
P1 2.576 -2.879 -0.874
O1 3.897 -2.467 0.129
O2 3.073 -2.400 -2.474
C5 -0.177 -2.049 -1.497
C6 -1.474 -1.243 -1.295
C7 -1.638 -0.136 -0.182
C8 -0.421 0.135 0.725
C9 -0.473 1.266 1.843
C10 0.547 2.499 1.588
C11 0.494 3.091 0.113
F1 1.117 2.276 -0.874
F2 -0.826 3.483 -0.270
F3 1.260 4.314 0.123
C12 -3.045 0.582 -0.116
O3 -3.575 1.113 0.888
C13 -3.929 0.593 -1.468
C14 -3.773 -0.411 -2.480
C15 -2.670 -1.566 -2.326
O4 -2.714 -2.629 -2.992
H1 2.716 -2.207 2.744
H2 1.699 -0.832 3.755
H3 2.864 0.403 1.371
H4 4.177 -1.532 0.000
H5 3.102 -1.411 -2.469
H6 -0.089 -2.829 -2.319
H7 -0.110 0.772 2.825
H8 -1.507 1.685 2.064
H9 0.226 3.334 2.320
H10 1.627 2.239 1.899
H11 -4.738 1.369 -1.648
H12 -4.419 -0.433 -3.431

The largest force on an atom is 0.1016 hartree/bohr. The calculation puts the HOMO energy at -8.10 eV. Its structure (SMILES) is C=Cc1c(P(O)O)cc2c(c1CCC(F)(F)F)C(=O)C=CC2=O. The value obtained for the calculated total energy is -41371.35060 eV. The value obtained for the lowest unoccupied orbital energy is -0.0629 Ha. Its spin multiplicity is 1. Its charge is 0. The orbital gap comes out at 6.4 eV.

Here are the Löwdin charges for atoms 1 to 5, given in e: 0.016, -0.174, -0.104, -0.264, 0.894

---

> calculated total energy of number 3 (C51H110N6O7)?

-77929.73125 eV

---

Copy entry 2 word for word.
The following is a DFT calculation (the ωB97M-V functional and the def2-TZVPD basis) of one molecule with the formula C5H10O in a non-equilibrium geometry.

Element x y z (Å)
O1 -1.623 -0.188 0.930
C1 -1.034 0.104 -0.343
C2 -0.161 -1.092 -0.653
C3 0.971 -1.066 0.361
C4 1.287 0.739 0.381
C5 -0.003 1.405 -0.196
H1 -2.572 -0.017 0.919
H2 -1.835 0.130 -1.109
H3 -0.919 -1.887 -0.642
H4 0.257 -1.031 -1.666
H5 1.778 -1.792 0.079
H6 0.633 -1.377 1.365
H7 1.475 1.048 1.421
H8 2.190 0.958 -0.214
H9 -0.493 2.125 0.485
H10 0.181 1.954 -1.150

The largest force on an atom is 0.0457 hartree/bohr. The calculation puts the HOMO energy at -9.97 eV. Its structure (SMILES) is OC1CCCC1. The value obtained for the calculated total energy is -7393.37220 eV. The value obtained for the lowest unoccupied orbital energy is 0.0337 Ha. Its spin multiplicity is 1. Its charge is 0. The orbital gap comes out at 10.9 eV. The value obtained for the energy above the lowest of the compared OMol25 structures with the same formula, charge and spin is 1.3931 eV.

Here are the Löwdin charges for atoms 1 to 5, given in e: -0.057, -0.365, -0.229, -0.103, -0.103

---

> Which of these has the highest charge?

C3H9NO